Record 1
The molecule C4H11N3 in a non-equilibrium geometry. Source: OMol25; level of theory: ωB97M-V/def2-TZVPD.

The geometry in XYZ format:
```
18
Properties=species:S:1:pos:R:3:forces:R:3:nbo_charge:R:1
C 1.5100 0.7914 -0.3386 0.055 0.873 0.249 -0.1976
C 0.9730 -0.1978 0.7521 0.749 1.417 -1.445 -0.4439
C -0.4659 -0.4974 0.4740 0.161 0.347 0.379 0.1265
C -1.4113 0.2047 1.1025 -0.215 0.073 -0.329 -0.1134
N -2.7751 0.1167 0.7355 0.351 -0.502 0.060 -0.8613
N -0.7297 -1.2805 -0.6590 0.280 0.076 0.249 -0.8328
N 2.2440 0.1670 -1.4192 0.247 -0.381 0.337 -0.8520
H 0.6842 1.4528 -0.6280 -0.423 -0.479 -0.448 0.1629
H 2.1674 1.5562 0.0981 0.325 -0.505 0.353 0.1733
H 1.1040 0.3984 1.6433 -0.329 -0.395 0.655 0.2264
H 1.6756 -1.0294 0.7607 -0.237 -0.384 0.210 0.2104
H -1.1195 0.9972 1.7776 0.007 -0.210 0.337 0.1840
H -2.9431 0.2559 -0.2488 -0.283 0.298 0.066 0.3660
H -3.4121 0.5866 1.3523 -0.092 0.149 -0.228 0.3790
H -0.0747 -2.0448 -0.7371 -0.280 -0.219 -0.144 0.3698
H -1.6975 -1.5537 -0.7474 0.061 -0.273 0.078 0.3824
H 2.4264 0.7833 -2.1944 -0.133 -0.056 -0.121 0.3640
H 1.8443 -0.7067 -1.7235 -0.242 0.172 -0.258 0.3563
```
Positions in Å, forces in eV/Å.

Computed properties:
LUMO = 1.08 eV
Largest force on an atom = 2.158 eV/A
ΔE to the lowest compared entry with this formula, charge and spin = 1.669 eV
Calculated total energy = -8795.9501 eV
SMILES string = N/C=C(\N)CCN
HOMO level = -7.38 eV

---

Record 2
A structure of composition C32H37F6Ge2N3O3Sn. Source: OMol25; level of theory: ωB97M-V/def2-TZVPD.

The geometry in XYZ format:
```
84
Properties=species:S:1:pos:R:3:forces:R:3:mulliken_charge:R:1
Sn -0.9344 -1.3224 0.7935 0.049 -0.016 -0.015 -0.2040
O -3.4691 -4.2619 -0.7348 -0.012 0.011 0.011 -0.5398
C -2.8977 -3.2481 -0.4622 0.033 -0.024 -0.032 -0.2213
N -2.1391 -2.9961 0.6867 0.042 0.007 0.013 0.1730
C -2.0848 -3.9493 1.7105 0.030 -0.018 0.000 -0.1098
O -2.7388 -4.9464 1.7895 -0.013 0.006 -0.002 -0.5321
C -1.1084 -3.5911 2.8054 -0.002 0.008 -0.008 0.5804
C -1.0064 -4.3865 3.9284 -0.002 -0.002 0.004 -0.8146
C -0.1221 -4.0059 4.9265 -0.002 -0.002 -0.001 -0.5362
C 0.6190 -2.8415 4.7727 0.004 0.009 -0.002 -1.0590
C 0.4645 -2.1006 3.6192 0.000 0.001 -0.008 -0.2289
N -0.3770 -2.4803 2.6501 0.001 -0.029 -0.018 0.1538
C -2.9631 -2.0601 -1.3894 -0.008 0.006 0.010 0.3434
C -3.8461 -2.0489 -2.4507 -0.002 0.000 -0.006 -0.5776
C -3.9322 -0.8987 -3.2210 0.003 -0.001 0.004 -0.7515
C -3.1438 0.1986 -2.8971 -0.004 0.000 -0.005 -0.9979
C -2.2743 0.1022 -1.8291 0.002 -0.012 -0.013 -0.7747
N -2.1758 -1.0177 -1.1046 -0.003 0.017 0.007 1.0120
H -1.6197 -5.2740 3.9952 0.002 -0.001 0.001 0.6334
H -0.0149 -4.6077 5.8189 0.001 0.001 0.001 0.4645
H 1.3122 -2.5114 5.5329 0.001 -0.001 0.001 0.5169
H 1.0294 -1.1937 3.4490 0.006 0.001 -0.007 0.6841
H -4.4508 -2.9255 -2.6362 0.000 0.000 0.000 0.6349
H -4.6191 -0.8507 -4.0554 -0.001 -0.001 0.000 0.4794
H -3.2033 1.1177 -3.4627 0.002 0.001 0.003 0.5885
H -1.6441 0.9310 -1.5283 -0.003 0.004 -0.001 0.7853
C -1.4209 2.4590 4.2620 0.001 0.001 0.001 -1.3710
C -0.8974 1.1526 3.6521 0.012 0.006 -0.001 -0.4134
Ge -1.4382 1.0506 1.7800 -0.071 -0.006 -0.065 0.7736
C -3.3700 1.2402 1.5014 0.010 -0.002 0.005 -0.3399
C -3.7297 2.6677 1.0767 -0.003 0.003 0.003 -1.3755
C -0.3810 2.2291 0.6744 0.086 0.012 0.105 -0.6114
C 0.6051 2.0325 -0.2004 -0.065 -0.004 -0.062 1.1856
Ge 1.4531 0.5176 -1.1643 0.001 -0.011 -0.008 0.1811
C 0.7979 0.1957 -2.9864 -0.018 0.006 0.007 -0.2712
C 0.2472 1.3896 -3.7643 -0.002 -0.003 -0.006 -1.4685
C 3.3845 0.7700 -1.0205 -0.019 0.009 -0.013 -0.6839
C 3.8826 1.5276 -2.2601 0.016 -0.012 0.017 -1.2884
C 1.3795 3.2444 -0.6504 0.003 -0.017 0.019 -1.0702
C 2.4736 3.6631 0.1081 0.008 0.021 -0.002 -0.1404
C 3.2002 4.7808 -0.2676 0.000 -0.005 0.007 -0.8993
C 2.8387 5.4975 -1.4015 -0.001 -0.001 -0.001 -0.5762
C 1.7327 5.1069 -2.1404 -0.009 0.003 -0.012 -0.9054
C 1.0042 3.9850 -1.7675 -0.003 -0.007 0.004 -0.1021
H -1.1464 2.5226 5.3143 0.003 0.000 -0.001 0.4232
H -2.5085 2.5234 4.2065 0.000 -0.002 0.000 0.3246
H -1.0031 3.3348 3.7632 -0.002 0.002 0.000 0.3681
H -1.3017 0.2896 4.1851 -0.003 0.000 -0.003 0.4286
H 0.1908 1.1038 3.7149 0.000 0.001 -0.002 0.4213
H -3.8558 0.9739 2.4422 -0.003 0.006 -0.001 0.5775
H -3.7165 0.5213 0.7566 0.003 0.003 -0.003 0.3426
H -3.4158 3.4041 1.8180 -0.001 0.000 0.000 0.3479
H -4.8077 2.7677 0.9550 0.000 -0.001 0.000 0.4283
H -3.2619 2.9345 0.1271 0.000 0.000 -0.001 0.2944
H -0.5465 3.2768 0.9367 0.010 0.000 0.005 0.6351
H 0.0591 -0.6061 -2.9245 0.002 0.001 0.000 0.5182
H 1.6495 -0.2141 -3.5302 0.002 0.003 0.015 0.7783
H -0.5811 1.8810 -3.2532 -0.001 -0.007 0.000 0.1318
H -0.1178 1.0546 -4.7356 0.003 0.003 -0.003 0.4668
H 1.0161 2.1398 -3.9412 -0.001 0.003 -0.004 0.4421
H 3.9133 -0.1688 -0.9185 -0.001 -0.003 0.010 0.7271
H 3.5750 1.3362 -0.1111 0.008 0.011 -0.007 0.6619
H 3.7564 0.9369 -3.1696 0.003 0.009 -0.008 0.3552
H 4.9469 1.7353 -2.1550 0.002 0.000 -0.010 0.4432
H 3.3739 2.4821 -2.4001 0.000 0.001 0.013 0.1325
H 2.7464 3.1204 1.0057 -0.003 0.000 -0.001 0.4104
H 4.0435 5.0994 0.3304 0.001 0.003 -0.002 0.4570
H 3.4076 6.3687 -1.6961 0.000 0.002 0.000 0.4513
H 1.4276 5.6811 -3.0050 0.001 0.001 0.000 0.4562
H 0.1266 3.7068 -2.3336 0.002 0.001 -0.001 0.5707
C 2.4711 -2.3639 -2.0806 0.004 -0.001 0.008 -1.9502
C 1.7538 -2.4942 -0.7431 -0.009 0.014 0.002 1.4026
O 0.9524 -1.3417 -0.3667 -0.014 0.015 0.007 0.4547
C 0.8222 -3.7227 -0.8845 -0.023 0.004 0.022 -0.2532
F 1.3966 -4.7340 -1.5031 -0.001 0.007 0.003 -0.2637
F -0.2628 -3.3585 -1.5960 -0.002 -0.013 0.016 -0.2914
F 0.3990 -4.1510 0.3162 -0.035 -0.005 0.010 -0.2445
C 2.7876 -2.7697 0.3808 0.002 0.000 -0.020 0.2926
F 3.8323 -1.9448 0.2898 -0.012 -0.006 0.008 -0.2251
F 3.2374 -4.0168 0.3067 0.007 -0.007 0.001 -0.2667
F 2.2475 -2.5848 1.5928 -0.011 -0.009 0.025 -0.0601
H 1.7546 -2.3933 -2.8977 0.004 0.000 -0.003 0.4036
H 3.1485 -3.2092 -2.1935 -0.002 -0.003 0.000 0.6015
H 3.0678 -1.4619 -2.1410 -0.002 0.006 -0.003 0.4799
```
Positions in Å, forces in eV/Å.

Computed properties:
LUMO = -6.44 eV
Total charge = +2
Largest force on an atom = 0.137 eV/A
ΔE to the lowest compared entry with this formula, charge and spin = 0.000 eV
Calculated total energy = -179553.4997 eV
HOMO level = -14.22 eV

---

Record 3
A structure of composition C44H48CsN6O2PS4 in a non-equilibrium geometry. Source: OMol25; level of theory: ωB97M-V/def2-TZVPD.

The geometry in XYZ format:
```
106
Properties=species:S:1:pos:R:3:forces:R:3:mulliken_charge:R:1
Cs 0.5428 -0.0276 0.0490 0.031 0.317 0.247 1.0407
C 0.8657 0.9196 -6.8126 -0.423 3.244 0.541 -0.5605
C 0.0793 -0.3008 -6.6964 -0.260 -3.872 0.556 -0.5030
S 0.0651 -0.8089 -4.9142 -1.564 -2.590 -0.827 -0.0398
C 0.9725 -2.3955 -4.9533 -1.376 0.147 -0.232 -0.7081
C 2.3645 -2.3421 -4.4182 1.432 0.139 0.756 -0.6286
S 2.4290 -1.0848 -3.0741 1.235 -0.143 -0.523 -0.1177
C 3.5753 0.1495 -3.8391 0.821 -1.390 -0.345 -0.9356
C 3.1781 0.8267 -5.1676 0.610 -0.791 -0.422 -0.4908
S 1.4405 1.3620 -5.1519 2.051 2.721 -0.807 -0.1905
H 0.2725 1.8497 -7.0509 0.411 -1.153 -0.222 0.2662
H 1.6223 0.7943 -7.5613 0.711 0.374 -0.113 0.3637
H 0.6160 -1.1527 -7.2417 -1.056 1.053 0.589 0.1545
H -0.9669 -0.2895 -6.9833 0.090 0.287 -0.408 0.4431
H 0.9496 -2.7625 -5.9549 -0.031 -0.353 -0.812 0.4857
H 0.3131 -3.0520 -4.3962 0.254 -0.307 0.373 0.2611
H 3.1444 -2.0461 -5.1685 -0.842 -0.243 0.494 0.2634
H 2.6858 -3.3355 -4.0028 -0.325 0.882 -0.355 0.4095
H 4.6313 -0.2841 -3.8774 -1.365 0.421 -0.193 0.3414
H 3.6216 0.8666 -3.0669 0.028 1.026 0.935 0.4035
H 3.4303 0.1378 -6.0649 -0.607 1.261 1.353 0.3236
H 3.7431 1.7787 -5.2340 0.113 -0.843 -0.235 0.3947
O 3.9403 1.7838 1.3891 -0.237 -0.266 -0.351 -0.5607
S 3.9884 0.4086 0.9048 -1.666 -1.312 0.997 0.7775
O 3.3809 0.1044 -0.3877 0.742 0.932 -0.501 -0.2662
N 3.2446 -0.6906 1.8354 0.571 1.023 -0.661 -0.4525
C 3.1721 -0.5258 3.1925 0.633 -0.348 -0.390 0.4730
C 4.0478 0.2280 3.9309 -0.010 -0.066 0.729 -0.5505
C 3.9329 0.3254 5.3266 -0.558 0.121 0.803 -0.8956
C 2.9560 -0.3599 6.0452 0.832 0.558 -0.833 -1.0246
C 2.0762 -1.1917 5.3069 -0.096 -0.647 1.450 1.5058
C 1.1153 -2.0191 5.9930 0.012 0.468 -0.915 -0.5150
C 0.4051 -2.9541 5.2375 1.152 1.035 2.520 -0.7885
C 0.5786 -2.9350 3.8733 -0.163 0.437 -2.556 -0.1493
N 1.3297 -2.0691 3.1905 0.380 -1.035 0.945 -0.1472
C 2.2165 -1.3048 3.9129 -1.843 -0.128 -0.624 -0.3052
C 5.7217 0.0809 0.7164 -0.728 0.043 -0.231 0.4435
C 6.4330 1.0261 -0.0209 0.292 -0.462 -0.291 -0.7605
C 7.7781 0.7696 -0.2893 0.064 1.057 -0.473 -0.5249
C 8.3136 -0.4717 0.0240 0.835 0.297 0.185 -0.4504
C 7.5998 -1.3237 0.8395 0.222 -1.249 0.007 -0.4664
C 6.2798 -1.0914 1.1894 -0.141 -0.333 0.112 -0.2581
H 4.8578 0.6842 3.4024 0.298 0.511 0.092 0.4508
H 4.5989 1.0181 5.8446 0.010 -0.379 -0.007 0.3530
H 2.9252 -0.3382 7.1320 -0.116 0.126 -0.209 0.3408
H 0.9551 -1.7956 7.0731 0.155 -0.674 -0.908 0.3308
H -0.1851 -3.6804 5.7655 -0.475 -0.161 -0.224 0.4020
H -0.0096 -3.6179 3.2307 0.233 0.377 0.450 0.3405
H 5.9053 1.8396 -0.5331 0.320 -0.013 0.774 0.3407
H 8.3983 1.5978 -0.7023 -0.530 -1.015 -0.180 0.3388
H 9.2994 -0.7888 -0.3568 -0.445 0.445 0.502 0.3613
H 8.0786 -2.2459 1.1679 -0.157 0.084 -0.159 0.3543
H 5.6852 -1.8721 1.7133 0.417 0.964 -0.259 0.3242
C 0.4895 5.5783 3.3103 -1.073 -0.020 -1.722 -0.8482
N 0.7381 4.1582 3.2110 1.094 0.653 0.947 0.0110
C 1.9073 3.6186 3.8719 0.238 0.248 1.018 -0.8627
C 0.2576 3.4568 2.2413 -2.627 -2.556 -2.185 0.3742
N -0.3103 2.7247 1.5108 1.347 1.473 1.036 -0.4790
H 0.8790 5.9210 4.2374 -0.078 0.317 0.854 0.3136
H -0.6126 5.7020 3.1984 0.827 0.391 0.313 0.2760
H 1.0010 6.1293 2.5044 -0.193 -0.026 0.183 0.3290
H 1.6544 2.6850 4.3608 0.009 -0.146 0.224 0.2697
H 2.2179 4.3713 4.6069 -0.026 -0.434 0.010 0.3532
H 2.7342 3.4320 3.2217 0.541 -0.100 -0.698 0.3131
N -0.1994 -5.0100 -0.8004 -1.530 0.415 -0.299 -0.0615
C 0.3488 -3.8483 -0.3470 0.262 1.005 0.522 -0.7321
N -0.4350 -2.7837 -0.3517 0.071 -1.929 -1.451 -0.0429
C -1.6262 -3.2526 -0.9705 1.229 -1.482 1.869 0.2732
C -2.8146 -2.5638 -1.0991 -1.100 0.189 -1.152 0.3466
C -3.9418 -3.2726 -1.5422 0.731 -0.998 0.632 -0.3515
C -3.8749 -4.6967 -1.6867 -0.336 0.480 -0.269 -0.5366
C -2.6781 -5.4058 -1.4945 0.304 0.493 -0.609 -0.9106
C -1.5272 -4.6835 -1.1440 -0.637 1.459 -0.098 -0.0543
H 0.1909 -5.9437 -0.7483 -0.035 0.478 0.001 0.2200
H 1.3761 -3.8220 0.0021 -0.152 0.004 0.058 0.5934
H -2.8742 -1.4707 -0.9840 0.145 -0.616 0.105 0.2194
H -4.8763 -2.7434 -1.7017 0.118 -0.145 -0.003 0.2646
H -4.8060 -5.2421 -1.9934 1.123 0.526 0.299 0.3199
H -2.5855 -6.4463 -1.7755 -0.283 -0.181 0.338 0.3655
C -3.9344 0.3284 1.6245 1.106 -0.245 -0.447 -1.1554
P -3.8517 1.5862 0.2749 1.229 -0.413 -0.709 0.1592
C -4.8621 2.8732 1.0027 -1.402 1.463 0.355 0.4543
C -6.1509 3.2620 0.5032 1.329 -0.485 0.044 -0.4431
C -6.9324 4.1121 1.2451 -0.118 0.783 -0.390 -0.5752
C -6.3825 4.9130 2.2414 -0.457 -0.595 0.520 -0.4146
C -5.1078 4.6464 2.7021 0.951 -0.550 0.279 -0.4364
C -4.3737 3.5635 2.1321 -0.748 1.176 -0.421 -0.5492
C -5.0079 0.7429 -0.8535 -0.933 -0.051 -0.518 0.6543
C -6.2923 0.3484 -0.3967 0.293 -0.703 -1.220 -0.3120
C -7.0758 -0.4523 -1.2353 -0.401 -1.005 -0.050 -0.6376
C -6.6758 -0.8065 -2.5498 0.555 0.844 0.650 -0.5609
C -5.5092 -0.2071 -3.0765 -0.492 0.096 1.322 -0.5435
C -4.6396 0.4868 -2.1959 -1.358 -0.282 0.235 -0.4956
H -3.1411 0.5067 2.3992 -0.737 -0.508 -0.811 0.3559
H -3.9354 -0.6627 1.1067 0.589 0.612 0.735 0.3605
H -4.9031 0.4329 2.0291 -1.053 -0.011 0.956 0.4802
H -6.4843 3.0203 -0.5138 0.027 -0.660 0.709 0.4504
H -7.9761 4.2210 0.9753 0.069 0.372 -0.214 0.3638
H -7.0191 5.6849 2.6540 0.195 0.028 0.275 0.3681
H -4.6653 5.2283 3.5490 -0.399 -0.525 -0.978 0.3198
H -3.3461 3.4388 2.4462 0.010 -0.418 0.189 0.2997
H -6.6786 0.5953 0.5924 0.316 -0.015 -0.241 0.3353
H -8.0173 -0.9102 -0.8402 0.872 0.584 -0.359 0.2730
H -7.2467 -1.5583 -3.1082 0.074 0.675 0.036 0.4140
H -5.3294 -0.2071 -4.1413 0.382 -0.469 -0.013 0.3900
H -3.6896 0.8280 -2.5709 0.189 0.226 -0.002 0.4847
```
Positions in Å, forces in eV/Å.

Computed properties:
LUMO = 0.17 eV
Largest force on an atom = 4.267 eV/A
ΔE to the lowest compared entry with this formula, charge and spin = 2.638 eV
Calculated total energy = -112616.6459 eV
HOMO level = -6.49 eV

---

Record 4
A cluster of 3 separate species, C3H14NO2 in total in a non-equilibrium geometry. Source: OMol25; level of theory: ωB97M-V/def2-TZVPD.

The geometry in XYZ format:
```
20
Properties=species:S:1:pos:R:3:forces:R:3:nbo_charge:R:1
C 0.8130 1.2095 1.8501 1.651 -0.613 -0.819 -0.6331
C 0.9700 0.5186 0.4910 -1.463 0.941 -0.783 -0.2020
N -0.3628 -0.1140 0.0636 0.073 -1.300 1.177 -0.5377
C -0.9120 -1.1150 1.0378 -2.996 -1.184 0.742 -0.5046
H 1.8851 1.2392 2.1688 -1.125 0.294 0.510 0.2484
H 0.3881 2.1931 1.8332 -0.086 0.556 -0.287 0.2349
H 0.1968 0.5974 2.4866 0.321 -0.126 0.556 0.2160
H 1.2550 1.2098 -0.3515 -0.167 -0.770 0.956 0.2364
H 1.6762 -0.2830 0.5850 0.321 -0.391 -0.123 0.2072
H -0.2749 -0.7278 -0.7549 0.478 1.053 -0.596 0.4721
H -1.0418 0.6132 -0.2076 0.191 -0.328 0.043 0.4688
H -0.6853 -2.1812 0.8164 1.785 0.878 0.618 0.2551
H -1.9635 -1.4075 0.7892 0.078 1.514 -0.292 0.2508
H -1.0525 -0.8143 2.1173 0.999 -0.404 -1.392 0.2529
H -2.6122 0.6591 -2.1518 -0.004 0.399 -1.023 0.5119
H -1.1435 1.1739 -2.7324 -0.921 -0.019 -0.493 0.5129
O -1.6778 0.8147 -2.0202 0.651 -0.224 1.295 -1.0052
H 1.8145 -0.8090 -2.6842 0.413 -0.418 0.531 0.5116
H 1.5448 -1.6004 -1.2795 1.094 -0.102 -0.487 0.4823
O 1.1828 -1.1762 -2.0569 -1.292 0.243 -0.133 -0.9785
```
Positions in Å, forces in eV/Å.

Computed properties:
LUMO = -3.03 eV
Total charge = +1
Largest force on an atom = 3.305 eV/A
ΔE to the lowest compared entry with this formula, charge and spin = 1.785 eV
Calculated total energy = -8916.0010 eV
HOMO level = -15.90 eV